1.
Density functional theory data (ωB97M-V/def2-TZVPD) for one molecule with the formula C18H24N2O4S2 at a distorted geometry.

```
50
Properties=species:S:1:pos:R:3:mulliken_charge:R:1
C 0.119 5.574 -0.963 -1.434
H 1.099 5.801 -1.374 0.330
C -0.362 4.196 -1.404 -0.549
H -1.344 4.013 -0.964 0.356
H -0.487 4.169 -2.486 0.365
C 0.584 3.063 -0.965 0.027
N -0.172 1.937 -0.425 0.174
C -1.061 1.229 -1.129 0.248
O -1.389 1.445 -2.280 -0.664
C -1.674 0.057 -0.332 -0.906
N -0.709 -0.853 0.247 0.348
S -0.196 -0.599 1.805 1.486
O 1.152 -1.039 1.975 -0.732
O -0.479 0.781 2.118 -0.834
C -1.279 -1.537 2.853 0.170
C -0.998 -2.045 4.082 -0.461
C -2.120 -2.670 4.671 -0.542
C -3.222 -2.612 3.878 -0.492
S -2.912 -1.792 2.396 -0.115
H -4.201 -3.000 4.074 0.462
H -2.102 -3.137 5.639 0.412
H -0.024 -1.971 4.530 0.509
C -0.007 -1.765 -0.559 0.724
C 0.391 -1.459 -1.851 -0.279
C 1.121 -2.372 -2.596 -0.979
C 1.471 -3.589 -2.046 -0.779
C 1.062 -3.917 -0.763 -0.633
C 0.304 -3.025 -0.020 0.036
O -0.216 -3.292 1.216 -0.075
C 0.287 -4.405 1.921 -1.104
H -0.007 -5.345 1.443 0.336
H 1.375 -4.355 2.011 0.427
H -0.161 -4.351 2.913 0.279
H 1.325 -4.880 -0.356 0.421
H 2.056 -4.297 -2.613 0.395
H 1.423 -2.118 -3.600 0.431
H 0.130 -0.507 -2.280 0.497
H -2.336 -0.500 -1.002 0.356
H -2.259 0.471 0.492 0.519
H -0.065 1.709 0.556 0.250
C 1.487 2.554 -2.098 -0.539
C 2.484 3.594 -2.591 -1.504
H 1.974 4.431 -3.059 0.289
H 3.149 3.149 -3.327 0.425
H 3.088 3.968 -1.766 0.360
H 2.031 1.681 -1.726 0.380
H 0.853 2.229 -2.924 0.338
H 1.213 3.421 -0.144 0.516
H 0.183 5.624 0.122 0.356
H -0.578 6.338 -1.299 0.402
```

Properties
LUMO level	0.01805	hartree
HOMO-LUMO gap	8.988	eV
SMILES	CCC(CC)NC(=O)CN(c1ccccc1OC)S(=O)(=O)c1cccs1
energy above the lowest of the compared OMol25 structures with the same formula, charge and spin	2.3415	eV
max |F|	1.156	eV/A
spin multiplicity	1
total charge	0
highest occupied orbital energy	-8.50	eV

2.
Density functional theory data (ωB97M-V/def2-TZVPD) for a 2-piece molecular cluster, C4H8S2Si overall at a distorted geometry.

```
15
Properties=species:S:1:pos:R:3:mulliken_charge:R:1
C 0.474 -0.412 0.142 0.849
C -0.369 -0.462 1.227 0.219
C 0.342 0.772 -0.861 -1.569
C -1.331 0.582 1.447 -1.144
Si 1.759 -1.686 0.203 0.032
S -0.224 -1.694 2.389 -0.175
S 1.712 -2.460 2.194 -0.178
H -0.599 0.665 -1.358 0.392
H 1.113 0.839 -1.598 0.376
H 0.465 1.705 -0.360 0.403
H -0.991 1.062 2.395 0.287
H -2.424 0.160 1.434 0.292
H -1.382 1.181 0.554 0.299
H -0.309 -3.336 -1.422 0.017
H 3.081 -1.762 -0.291 -0.100
```

Properties
LUMO level (spin up / spin down)	0.01209 / -0.02786	hartree
HOMO-LUMO gap (spin up / spin down)	6.334 / 7.775	eV
⟨S²⟩	2.016
energy above the lowest of the compared OMol25 structures with the same formula, charge and spin	1.1704	eV
max |F|	3.510	eV/A
spin multiplicity	3
total charge	0
highest occupied orbital energy (spin up / spin down)	-6.01 / -8.53	eV

3.
Density functional theory data (ωB97M-V/def2-TZVPD) for a 2-piece molecular cluster, C9H14O overall at a distorted geometry.

```
24
Properties=species:S:1:pos:R:3:mulliken_charge:R:1
C 0.599 4.333 -0.067 -0.719
C 1.235 3.279 0.825 -0.674
H -0.042 3.850 -0.786 0.163
H -0.073 4.955 0.528 0.269
H 1.294 4.954 -0.634 0.280
H 2.162 3.592 1.318 0.320
H 1.512 2.345 0.339 0.095
H 0.641 3.079 1.724 0.275
C -0.998 0.566 -2.227 -1.439
C -1.260 -1.667 0.803 -0.614
C -1.555 -0.713 -0.174 -0.544
C 0.028 -2.155 0.818 0.930
C -0.585 -0.265 -1.044 0.450
C 1.038 -1.644 0.009 -0.620
C 0.755 -0.542 -0.783 -0.425
O 0.440 -3.076 1.757 -0.526
H -1.926 -2.016 1.578 0.287
H -2.574 -0.450 -0.432 0.374
H -0.246 -3.192 2.432 0.290
H 2.070 -1.956 0.088 0.354
H -1.399 1.507 -1.865 0.320
H -1.680 0.018 -2.880 0.362
H 1.584 -0.040 -1.260 0.431
H -0.180 0.909 -2.871 0.363
```

Properties
LUMO level	0.03162	hartree
HOMO-LUMO gap	9.163	eV
SMILES	Cc1ccc(O)cc1.CC
energy above the lowest of the compared OMol25 structures with the same formula, charge and spin	0.7211	eV
max |F|	1.539	eV/A
spin multiplicity	1
total charge	0
highest occupied orbital energy	-8.30	eV

Copy entry 3 word for word.
Density functional theory data (ωB97M-V/def2-TZVPD) for a 2-piece molecular cluster, C9H14O overall at a distorted geometry.

```
24
Properties=species:S:1:pos:R:3:mulliken_charge:R:1
C 0.599 4.333 -0.067 -0.719
C 1.235 3.279 0.825 -0.674
H -0.042 3.850 -0.786 0.163
H -0.073 4.955 0.528 0.269
H 1.294 4.954 -0.634 0.280
H 2.162 3.592 1.318 0.320
H 1.512 2.345 0.339 0.095
H 0.641 3.079 1.724 0.275
C -0.998 0.566 -2.227 -1.439
C -1.260 -1.667 0.803 -0.614
C -1.555 -0.713 -0.174 -0.544
C 0.028 -2.155 0.818 0.930
C -0.585 -0.265 -1.044 0.450
C 1.038 -1.644 0.009 -0.620
C 0.755 -0.542 -0.783 -0.425
O 0.440 -3.076 1.757 -0.526
H -1.926 -2.016 1.578 0.287
H -2.574 -0.450 -0.432 0.374
H -0.246 -3.192 2.432 0.290
H 2.070 -1.956 0.088 0.354
H -1.399 1.507 -1.865 0.320
H -1.680 0.018 -2.880 0.362
H 1.584 -0.040 -1.260 0.431
H -0.180 0.909 -2.871 0.363
```

Properties
LUMO level	0.03162	hartree
HOMO-LUMO gap	9.163	eV
SMILES	Cc1ccc(O)cc1.CC
energy above the lowest of the compared OMol25 structures with the same formula, charge and spin	0.7211	eV
max |F|	1.539	eV/A
spin multiplicity	1
total charge	0
highest occupied orbital energy	-8.30	eV

Look up the max |F| of the third one.
1.539 eV/A

max |F| of number 1 (C18H24N2O4S2)?
1.156 eV/A

Copy entry 3 word for word.
Density functional theory data (ωB97M-V/def2-TZVPD) for a 2-piece molecular cluster, C9H14O overall at a distorted geometry.

```
24
Properties=species:S:1:pos:R:3:mulliken_charge:R:1
C 0.599 4.333 -0.067 -0.719
C 1.235 3.279 0.825 -0.674
H -0.042 3.850 -0.786 0.163
H -0.073 4.955 0.528 0.269
H 1.294 4.954 -0.634 0.280
H 2.162 3.592 1.318 0.320
H 1.512 2.345 0.339 0.095
H 0.641 3.079 1.724 0.275
C -0.998 0.566 -2.227 -1.439
C -1.260 -1.667 0.803 -0.614
C -1.555 -0.713 -0.174 -0.544
C 0.028 -2.155 0.818 0.930
C -0.585 -0.265 -1.044 0.450
C 1.038 -1.644 0.009 -0.620
C 0.755 -0.542 -0.783 -0.425
O 0.440 -3.076 1.757 -0.526
H -1.926 -2.016 1.578 0.287
H -2.574 -0.450 -0.432 0.374
H -0.246 -3.192 2.432 0.290
H 2.070 -1.956 0.088 0.354
H -1.399 1.507 -1.865 0.320
H -1.680 0.018 -2.880 0.362
H 1.584 -0.040 -1.260 0.431
H -0.180 0.909 -2.871 0.363
```

Properties
LUMO level	0.03162	hartree
HOMO-LUMO gap	9.163	eV
SMILES	Cc1ccc(O)cc1.CC
energy above the lowest of the compared OMol25 structures with the same formula, charge and spin	0.7211	eV
max |F|	1.539	eV/A
spin multiplicity	1
total charge	0
highest occupied orbital energy	-8.30	eV